(1)
The following is a DFT calculation (ωB97M-V/def2-TZVPD) of 2 unconnected molecules or ions with the total composition C5H14 in a non-equilibrium geometry.

Atoms and positions in Å:
H  -1.540  0.212  0.346
C  0.759  -1.792  0.656
H  -0.552  -0.299  -0.987
H  0.502  1.882  -2.404
H  0.641  -1.962  -0.416
H  -1.312  -1.333  1.286
C  0.912  2.097  -1.421
H  1.584  -2.460  0.918
H  1.123  -0.760  0.784
H  -0.641  2.504  0.231
H  0.954  3.157  -1.192
H  0.571  1.359  0.601
H  -1.897  0.926  -1.191
C  -1.036  0.589  -0.598
H  -0.866  -3.040  1.020
H  1.823  1.534  -1.295
C  -0.114  1.679  -0.249
C  -0.507  -2.084  1.421
H  -0.404  -2.210  2.492

Cartesian forces (eV/Å) of the 6 atoms listed first:
H 0.0 0.4 0.3
C 0.4 0.3 -0.2
H 0.0 0.1 -0.4
H -0.3 0.0 0.1
H -0.2 0.1 0.0
H 0.0 -0.2 -0.1

Total charge: +1
E_tot (Eh): -198.4730
Max |F| (eV/A): 2.23
Spin multiplicity: 2
HOMO (spin up / spin down) (hartree): -0.58163 / -0.57839
Energy relative to the best compared isomer or geometry (same formula, charge and spin) (eV): 0.380
HOMO-LUMO gap (spin up / spin down) (eV): 12.887 / 5.129
<S²>: 0.75

=====

(2)
The following is a DFT calculation (ωB97M-V/def2-TZVPD) of a molecular structure, C49H61IN7SbSeV in a non-equilibrium geometry.

Atoms and positions in Å:
C  -1.095  -2.501  3.639
H  -1.864  -5.930  -0.876
C  -0.907  -5.406  -0.944
H  -0.239  5.673  2.056
C  2.074  1.660  -3.955
H  1.387  -1.409  -2.466
C  1.738  2.050  -2.668
H  -3.347  0.390  2.376
C  1.196  0.898  -4.728
C  5.247  -1.220  -2.147
C  -0.072  6.265  0.039
C  0.513  1.699  -2.095
C  4.349  -1.010  -0.932
C  3.053  0.559  2.467
H  -0.475  0.240  3.357
H  3.816  -2.667  4.433
H  6.253  -1.547  -1.883
C  -0.728  2.371  4.012
H  4.357  -1.929  -0.326
H  -0.843  -3.551  3.469
H  -1.049  8.153  0.461
C  -0.384  -5.448  -2.362
H  -2.619  -2.771  5.188
C  2.403  -1.687  -2.188
H  -5.305  -3.062  1.020
C  -2.787  0.430  -3.114
H  -1.725  -1.258  5.317
H  3.298  -0.990  -4.035
H  0.050  -7.534  -2.188
N  -0.290  1.741  1.909
C  4.124  -0.564  4.302
H  -4.618  -0.745  1.934
C  0.536  -5.711  -4.968
H  0.088  4.116  -2.571
H  5.203  -2.504  -3.814
C  -4.643  -3.927  1.114
C  0.031  4.446  -1.542
H  -4.155  -3.604  3.213
C  0.883  -1.900  0.677
H  -2.993  -4.615  2.353
H  -1.065  -4.379  -0.618
C  2.711  -1.813  2.785
C  -0.510  1.298  3.146
N  0.139  2.130  -0.812
H  4.404  1.526  3.796
C  -3.815  0.199  -2.238
H  0.029  6.505  -2.092
N  -1.915  0.472  -1.063
H  2.403  2.682  -2.090
H  0.482  7.924  1.302
C  3.215  -1.904  -3.447
C  1.351  -3.106  1.265
H  0.647  0.546  -6.780
V  -0.164  0.546  0.338
H  1.909  -0.525  -6.200
C  0.012  3.459  -0.533
H  5.301  -0.317  -2.754
H  -0.965  -2.772  5.788
H  -5.275  -4.804  1.271
H  0.678  -2.470  -5.096
H  -0.211  -5.902  -0.261
C  -3.641  -3.742  2.258
C  0.087  -4.468  -4.523
C  0.093  -3.309  -5.487
N  4.616  -2.292  -3.011
C  -1.637  -2.313  5.057
H  -4.846  0.008  -2.476
H  0.495  -3.615  -6.456
C  1.329  -0.650  1.077
C  -3.213  0.228  -0.973
H  0.151  -8.859  -4.780
H  0.470  8.298  -0.420
C  2.341  -0.628  2.094
C  -0.018  0.533  -4.164
H  2.286  1.164  -6.568
H  -0.919  -2.920  -5.624
H  2.845  0.239  -1.590
H  3.030  1.964  -4.373
H  2.810  -2.710  -4.062
H  -4.584  -1.588  4.389
C  0.538  -6.830  -4.148
H  -0.164  -1.944  3.508
H  -2.780  0.498  -4.187
H  4.530  -3.142  -2.449
C  -0.006  5.797  -1.270
H  -0.929  2.342  5.069
C  -0.386  -4.310  -3.201
H  -4.131  -4.051  0.157
H  2.505  -3.968  2.840
C  3.585  -1.749  3.902
N  2.992  -0.717  -1.297
H  0.879  -5.808  -5.995
C  -0.173  5.315  1.038
C  -0.362  0.932  -2.880
C  -0.624  3.486  3.218
H  4.764  -0.515  5.174
C  3.894  0.607  3.541
H  1.688  -8.650  -3.953
H  -3.535  -0.218  4.753
N  -1.661  0.599  -2.391
N  -0.358  3.089  1.952
H  0.184  -1.999  -0.160
C  -3.779  -0.585  2.619
H  -0.729  4.521  3.481
H  4.754  -0.209  -0.313
H  -5.166  0.055  4.161
C  -0.170  3.947  0.791
H  -3.666  0.091  -0.005
Sb  -2.341  -2.059  1.926
C  -0.043  7.739  0.363
I  3.026  2.249  1.210
C  1.531  0.501  -6.144
C  -4.288  -0.589  4.061
C  0.995  -8.177  -4.653
H  -0.709  -0.085  -4.725
H  0.997  -4.060  0.886
C  0.072  -6.671  -2.850
C  2.203  -3.061  2.327
H  2.314  -2.644  -1.655
Se  -0.988  -2.598  -2.589
H  1.496  -8.087  -5.618

Cartesian forces (eV/Å) of the 6 atoms listed first:
C -0.1 0.2 0.2
H 0.0 0.0 0.0
C 0.1 0.0 -0.1
H 0.0 0.0 0.0
C 0.0 0.0 0.0
H -0.1 -0.1 0.0

E_tot (Eh): -6170.3295
Max |F| (eV/A): 1.77
Spin multiplicity: 4
HOMO (spin up / spin down) (hartree): -0.20735 / -0.20739
Energy relative to the best compared isomer or geometry (same formula, charge and spin) (eV): 2.236
HOMO-LUMO gap (spin up / spin down) (eV): 5.056 / 5.056
<S²>: 3.77

=====

(3)
The following is a DFT calculation (ωB97M-V/def2-TZVPD) of 8 unconnected molecules or ions with the total composition C10H35N10O11 in a non-equilibrium geometry.

Atoms and positions in Å:
H  -2.178  3.772  3.559
N  3.315  5.291  -4.658
H  0.675  2.919  3.165
C  3.847  6.179  -3.858
H  -1.187  4.743  2.453
H  1.631  5.855  -0.291
H  -2.545  1.479  3.143
H  -0.262  2.033  -7.280
O  1.820  2.661  -1.817
H  -5.220  0.763  -0.477
O  -2.255  4.969  -0.042
O  2.048  5.628  2.220
C  -2.328  0.567  1.219
N  2.391  7.742  2.013
N  3.234  6.137  -2.653
H  -0.477  4.093  6.357
C  -1.063  3.276  5.936
C  0.052  1.991  -5.383
N  1.772  6.676  0.279
O  2.741  2.936  1.257
H  -1.106  1.072  -1.771
C  -4.531  0.189  0.141
H  3.835  6.375  -1.876
H  -2.193  -0.474  1.511
N  -1.931  0.894  -2.326
H  0.256  3.874  -4.653
O  -3.507  1.113  0.564
C  -1.275  3.775  2.947
N  0.090  2.628  -6.543
O  -0.054  0.831  -5.212
H  -2.081  3.581  5.693
H  2.453  8.593  1.472
O  0.908  4.405  -1.209
H  2.465  3.775  1.627
H  0.462  3.566  -6.498
H  -2.044  0.253  -3.098
N  0.922  3.243  -1.249
H  2.395  2.942  0.365
O  -0.418  2.561  4.895
H  -1.537  0.575  0.470
H  3.470  5.215  -5.653
C  -2.808  1.824  -2.196
H  -4.375  2.434  -3.222
O  0.099  2.654  -0.619
H  -3.663  0.978  -3.837
C  -1.853  1.506  2.301
N  -1.586  2.802  1.859
H  -0.994  0.954  2.682
N  -3.717  1.677  -3.110
O  -2.830  2.686  -1.368
H  -1.234  2.528  6.711
H  -5.121  -0.350  0.883
N  0.373  2.893  -4.443
H  -1.355  4.992  -0.365
H  -0.733  2.612  1.353
H  1.849  7.616  -0.083
H  2.498  4.933  -4.184
H  -2.640  5.793  -0.342
C  -0.011  3.475  3.805
H  -4.023  -0.537  -0.494
H  0.503  4.334  4.235
H  2.513  5.431  -2.698
C  2.181  6.578  1.479
H  2.364  7.864  3.015
H  0.700  2.621  -3.527
O  4.698  6.944  -4.262

Cartesian forces (eV/Å) of the 6 atoms listed first:
H 0.1 0.3 0.3
N -2.1 -2.5 -1.3
H 0.2 0.0 0.2
C 1.2 1.9 -0.7
H 0.0 0.1 0.1
H -0.2 0.0 -0.3

Total charge: -1
E_tot (Eh): -1777.1491
Max |F| (eV/A): 8.68
Spin multiplicity: 1
HOMO (hartree): -0.18453
Energy relative to the best compared isomer or geometry (same formula, charge and spin) (eV): 0.000
HOMO-LUMO gap (eV): 7.439

=====

(4)
The following is a DFT calculation (ωB97M-V/def2-TZVPD) of 7 unconnected molecules or ions with the total composition C28H39N7 in a non-equilibrium geometry.

Atoms and positions in Å:
N  -1.093  -4.930  0.407
C  -0.785  5.232  -0.402
H  -3.523  -3.674  -1.326
H  2.880  -5.443  -1.704
H  -4.499  1.129  3.213
C  -2.423  -4.783  0.141
H  0.291  0.228  -6.440
H  1.604  6.312  1.838
H  -3.137  -5.325  0.741
C  0.214  -0.831  -6.256
H  0.657  -0.705  -4.195
H  -2.328  0.910  1.110
C  0.221  -2.627  -4.942
H  0.185  2.380  -1.693
C  -1.946  4.484  -0.313
H  2.014  1.636  0.429
C  -3.365  0.817  1.437
H  1.129  4.704  -1.019
H  3.499  -3.160  -0.829
C  1.771  -1.144  0.067
C  -1.263  -3.443  -1.246
C  3.240  -6.235  0.199
N  0.441  -1.285  -4.990
H  -0.170  -4.095  -6.478
C  -3.545  1.470  2.801
H  -2.738  1.232  3.494
C  0.547  4.719  2.747
H  3.591  -6.086  2.351
C  2.106  4.423  4.342
H  0.281  3.179  4.302
H  -2.314  2.360  -0.823
H  0.701  -4.226  -0.408
C  1.853  -0.705  -1.334
H  3.401  6.060  3.551
C  -2.560  -3.921  -0.910
C  -0.087  -3.054  -6.213
C  3.730  -4.249  1.119
H  -0.605  6.198  0.035
C  2.509  5.458  3.542
H  2.985  -7.263  0.015
H  0.040  0.038  0.304
C  -1.664  3.220  -0.841
C  -0.361  3.195  -1.248
H  -0.670  -5.516  1.100
N  -5.351  4.219  1.294
C  0.873  3.933  3.810
C  1.580  1.135  1.296
N  1.568  5.619  2.559
C  -3.651  3.013  2.857
N  0.162  4.437  -1.019
C  3.488  -4.047  -0.222
H  2.559  4.143  5.279
H  -0.268  -1.847  -8.109
H  2.748  -1.368  0.494
H  -1.005  -2.751  -2.030
H  -3.588  -0.246  1.503
C  0.912  -0.182  0.919
H  0.804  1.761  1.739
H  2.374  1.104  2.044
C  -4.600  3.684  1.976
H  0.644  -0.769  1.796
H  -4.035  1.290  0.718
C  -0.115  -1.927  -7.046
H  -2.845  4.826  0.174
H  -3.953  3.296  3.869
H  0.348  -3.176  -4.023
N  1.872  -0.351  -2.425
C  3.609  -5.619  1.379
H  1.307  -2.132  0.056
H  3.962  -3.449  1.805
H  -2.667  3.471  2.716
H  -0.350  4.670  2.154
C  -0.375  -4.159  -0.475
N  3.182  -5.267  -0.762

Cartesian forces (eV/Å) of the 6 atoms listed first:
N 0.1 0.3 -0.7
C -0.7 -1.0 -0.1
H 0.2 0.3 -0.1
H 0.1 0.1 -0.1
H 0.2 -0.3 0.2
C 0.1 -0.5 0.4

E_tot (Eh): -1473.5491
Max |F| (eV/A): 1.46
Spin multiplicity: 1
HOMO (hartree): -0.28698
Energy relative to the best compared isomer or geometry (same formula, charge and spin) (eV): 0.000
HOMO-LUMO gap (eV): 8.282
SMILES: c1cc[nH]c1.c1cc[nH]c1.c1cc[nH]c1.c1cc[nH]c1.c1cc[nH]c1.CCCC#N.CCCC#N